DFT (the ωB97M-V functional and the def2-TZVPD basis) results for a single C9H14OSSi molecule at a distorted geometry.

```
26
Properties=species:S:1:pos:R:3
H -0.8168 -1.1470 -2.0155
C 0.4766 1.4454 2.1199
H 0.7085 -2.0470 1.9575
H -0.5719 -2.7432 -1.3411
H -0.1633 2.0498 2.7337
C -3.2383 2.3377 -0.0029
H 3.4034 -0.7682 -1.2048
S -2.7248 2.2680 -1.6442
H -1.4078 -1.5172 -0.4100
C 0.1772 1.1747 0.8520
H 1.3894 1.0820 2.5554
H 2.2452 -0.5755 -2.5036
C 2.4811 -1.1604 -1.6204
C 1.4562 -2.1867 1.1810
H -0.4157 1.5471 -1.9025
Si 1.0738 -1.1138 -0.3490
H -4.2420 2.6391 0.2219
C -0.5851 -1.6851 -1.1006
C -1.1685 1.7359 -1.1641
H -2.3825 1.9422 1.9220
O 1.0380 0.4737 0.0650
H 2.4213 -1.9303 1.6089
C -1.0469 1.6242 0.1914
H 1.4791 -3.2433 0.9352
H 2.6694 -2.1793 -1.9409
C -2.2558 1.9774 0.8557
```

E_HOMO: -8.431 eV
Kohn-Sham gap: 9.19 eV
Relative energy (zero: lowest compared OMol25 entry of this formula, charge and spin): 0.000 eV